1:
Entry from the Open Molecules 2025 dataset: one molecule with the formula C5H14N2 (the ωB97M-V functional and the def2-TZVPD basis).

Each line ends with the Mulliken charge.
Cartesian coordinates (Å):
C -2.9165 -0.9024 -1.0313  -1.03
C -1.7573 -0.0568 -0.4666  -0.24
N -0.5281 -0.7785 -0.1388  -0.43
C 1.4270 0.5538 -0.9625  -1.21
C 0.5865 0.1579 0.2882  0.04
C 1.4997 -0.2937 1.4362  -0.50
N 2.3816 0.7998 1.8653  -0.50
H -3.3066 -0.5590 -2.0180  0.29
H -2.6434 -2.0003 -1.2314  0.29
H -3.7917 -1.0962 -0.3847  0.28
H -2.1226 0.4544 0.4430  0.27
H -1.5469 0.8069 -1.1303  0.26
H -0.2280 -1.3499 -0.9592  0.29
H 0.9079 1.2051 -1.6606  0.35
H 1.7627 -0.3265 -1.6238  0.31
H 2.2421 1.1857 -0.5291  0.38
H 0.0316 1.0282 0.6880  0.29
H 2.2171 -0.9596 0.8442  0.21
H 0.9128 -0.5846 2.2962  0.31
H 2.7749 1.0086 2.7329  0.20
H 2.0970 1.7069 1.5422  0.14

highest occupied orbital energy = -8.63 eV
gap between HOMO and LUMO = 9.78 eV
SMILES = CCN[C@H](C)CN
multiplicity = 1

***

2:
Entry from the Open Molecules 2025 dataset: one molecule with the formula C5H14N2 (the ωB97M-V functional and the def2-TZVPD basis).

Each line ends with the Mulliken charge.
Cartesian coordinates (Å):
C -1.8253 2.7872 0.0142  -1.15
C -0.7612 1.8215 -0.4896  -0.26
N 0.1459 1.1570 0.4575  -0.38
C -0.1094 -0.1552 1.1187  -0.19
C -0.0636 -1.1410 -0.1833  -0.73
N 1.1693 -1.5904 -0.7306  -0.33
C 1.6151 -2.8750 -0.2264  -0.79
H -2.7693 2.1614 0.3362  0.24
H -2.1685 3.3906 -0.7626  0.39
H -1.4687 3.3169 0.8782  0.33
H -0.1113 2.3164 -1.3428  0.24
H -1.2524 1.0331 -1.0020  0.21
H 0.0675 1.8737 1.2679  0.22
H -1.0410 -0.0184 1.8103  0.32
H 0.6711 -0.6330 1.8572  0.21
H -0.8582 -1.9981 -0.2092  0.36
H -0.3951 -0.5219 -1.1412  0.20
H 1.7464 -0.7712 -0.6777  0.26
H 1.6165 -2.8698 0.8296  0.31
H 0.9947 -3.6922 -0.6844  0.26
H 2.6281 -3.1784 -0.6498  0.30

highest occupied orbital energy = -8.37 eV
gap between HOMO and LUMO = 9.45 eV
SMILES = CCNCCNC
multiplicity = 1

***

3:
Entry from the Open Molecules 2025 dataset: one molecule with the formula C5H14N2 (the ωB97M-V functional and the def2-TZVPD basis).

Each line ends with the Mulliken charge.
Cartesian coordinates (Å):
N 1.9176 1.7673 -0.4859  -0.63
C 0.6553 2.1265 0.1954  -0.67
C -0.4148 1.0458 -0.1698  -0.92
N -0.0490 -0.3712 0.2180  0.03
C -0.5152 -1.2283 -0.9130  -0.20
C -0.8235 -2.6779 -0.5221  -1.35
C -0.6931 -0.6057 1.5017  -0.99
H 2.4829 2.6940 -0.5505  0.26
H 2.4549 1.1316 0.2340  0.25
H 0.7011 2.2341 1.2551  0.31
H 0.2431 3.0598 -0.2243  0.41
H -1.2701 1.3657 0.4170  0.33
H -0.4942 1.0402 -1.1795  0.64
H 0.3557 -1.2582 -1.6409  0.26
H -1.3907 -0.7338 -1.4274  0.32
H -0.2075 -3.2326 0.1702  0.36
H -0.8756 -3.3586 -1.3373  0.40
H -1.8331 -2.6980 -0.0524  0.30
H -1.7877 -0.7033 1.4247  0.38
H -0.4066 -1.5419 2.0299  0.29
H -0.3053 0.2661 2.2034  0.26

highest occupied orbital energy = -8.44 eV
gap between HOMO and LUMO = 9.53 eV
SMILES = CCN(C)CCN
multiplicity = 1

***

4:
Entry from the Open Molecules 2025 dataset: one molecule with the formula C5H14N2 (the ωB97M-V functional and the def2-TZVPD basis).

Each line ends with the Mulliken charge.
Cartesian coordinates (Å):
C 1.6435 0.9771 -0.4000  -1.07
N 0.7890 0.6339 0.7178  0.06
C 1.3022 0.9713 2.0510  -1.00
C 0.4281 -0.7885 0.6737  -0.88
C -0.5143 -1.1260 -0.4638  -0.59
N -1.7446 -0.3795 -0.3748  -0.40
C -2.5280 -0.4248 -1.5825  -0.95
H 1.0400 1.2305 -1.2740  0.26
H 2.1107 1.9497 -0.1952  0.42
H 2.4225 0.2464 -0.6249  0.34
H 2.0112 1.7716 1.9174  0.34
H 1.8936 0.1595 2.4983  0.34
H 0.4543 1.1917 2.6791  0.28
H -0.0860 -1.0431 1.6035  0.46
H 1.3235 -1.4177 0.5636  0.41
H -0.0475 -0.9387 -1.4462  0.33
H -0.7277 -2.1875 -0.4316  0.39
H -1.5892 0.5796 -0.0923  0.28
H -1.9747 -0.1265 -2.4795  0.33
H -3.4203 0.1845 -1.5160  0.35
H -2.7862 -1.4636 -1.8236  0.30

highest occupied orbital energy = -8.39 eV
gap between HOMO and LUMO = 9.50 eV
SMILES = CNCCN(C)C
multiplicity = 1

***

Decreasing stability: 4, 1, 3, 2

***

1:
Entry from the Open Molecules 2025 dataset: one molecule with the formula C5H14N2 (the ωB97M-V functional and the def2-TZVPD basis).

Each line ends with the Mulliken charge.
Cartesian coordinates (Å):
C 2.9462 -0.7656 0.7311  -1.32
C 1.9649 0.1129 -0.0174  -0.36
N 0.6711 -0.4909 -0.1208  -0.23
C -1.3352 -0.9712 -1.4860  -1.36
C -0.6424 -0.0250 -0.5351  0.17
C -1.5114 0.4264 0.7062  -0.63
N -2.0747 1.7556 0.6380  -0.58
H 3.2369 -1.5547 0.0484  0.33
H 2.5937 -1.1361 1.6904  0.37
H 3.8229 -0.1540 0.9579  0.36
H 1.8973 1.1697 0.2901  0.35
H 2.4487 0.3125 -1.0056  0.23
H 0.6995 -1.4475 0.1668  0.23
H -2.4194 -0.8794 -1.5358  0.38
H -0.8865 -0.9203 -2.4766  0.33
H -1.1696 -1.9838 -1.1072  0.37
H -0.3112 0.9272 -0.9718  0.27
H -2.2920 -0.3389 0.7678  0.26
H -0.8428 0.2706 1.5410  0.42
H -2.8441 1.9373 0.0112  0.20
H -2.3315 2.0260 1.5786  0.21

highest occupied orbital energy = -7.75 eV
gap between HOMO and LUMO = 8.87 eV
SMILES = CCN[C@@H](C)CN
multiplicity = 1

***

2:
Entry from the Open Molecules 2025 dataset: one molecule with the formula C5H14N2 (the ωB97M-V functional and the def2-TZVPD basis).

Each line ends with the Mulliken charge.
Cartesian coordinates (Å):
C -1.6251 1.6990 0.9082  -0.92
N -0.9456 1.5081 -0.3286  -0.25
C 2.0831 -0.7753 0.6628  -1.33
C 1.0844 0.3936 0.5282  -0.62
C -0.0077 0.4256 -0.5391  0.28
C -0.7085 -0.9397 -0.7233  -0.94
N 0.1520 -1.9597 -1.3307  -0.50
H -1.9977 0.7329 1.2812  0.28
H -1.0617 2.1786 1.7146  0.25
H -2.5226 2.3114 0.8065  0.33
H -1.1964 1.9294 -1.1817  0.23
H 2.7696 -0.5255 1.4682  0.41
H 1.5386 -1.6789 0.9304  0.30
H 2.6227 -1.0367 -0.2406  0.31
H 1.6604 1.3185 0.6036  0.41
H 0.5758 0.3690 1.5057  0.23
H 0.5031 0.6947 -1.4718  0.32
H -1.6107 -0.7173 -1.3213  0.34
H -1.1470 -1.2603 0.2234  0.42
H -0.3123 -2.8414 -1.1578  0.22
H 0.1456 -1.8261 -2.3379  0.24

highest occupied orbital energy = -8.15 eV
gap between HOMO and LUMO = 9.21 eV
SMILES = CC[C@@H](CN)NC
multiplicity = 1

***

Decreasing stability: 2, 1

***

1:
Entry from the Open Molecules 2025 dataset: a 2-piece molecular cluster, CH4ClPS overall (the ωB97M-V functional and the def2-TZVPD basis).

Each line ends with the Mulliken charge.
Cartesian coordinates (Å):
C 1.2846 0.6638 -0.0773  -0.74
P -0.9318 -1.1538 0.7153  0.20
S 0.3709 -0.7412 -0.7900  0.05
Cl -3.5639 0.5940 0.0205  -0.53
H 2.3308 0.5544 -0.3367  0.29
H 1.1635 0.6787 1.0023  0.30
H 0.8924 1.5790 -0.5108  0.30
H -1.5464 -2.1750 -0.0234  0.12

highest occupied orbital energy (spin up / spin down) = -8.71 / -9.23 eV
gap between HOMO and LUMO (spin up / spin down) = 6.04 / 6.84 eV
multiplicity = 1

***

2:
Entry from the Open Molecules 2025 dataset: CH4ClPS as an isolated structure (the ωB97M-V functional and the def2-TZVPD basis).

Each line ends with the Mulliken charge.
Cartesian coordinates (Å):
C 0.2052 1.4318 1.3548  -0.54
P -0.5078 -1.0725 -0.8840  0.02
S 1.1332 -0.1452 -1.5009  -0.30
Cl -0.9824 0.2692 1.4200  -0.04
H 0.0981 2.3788 0.9047  0.35
H 1.1815 0.9237 1.3875  0.33
H -1.0930 -1.2570 -2.1190  0.08
H -0.0347 -2.5288 -0.5632  0.11

highest occupied orbital energy (spin up / spin down) = -8.65 / -8.48 eV
gap between HOMO and LUMO (spin up / spin down) = 6.94 / 7.98 eV
multiplicity = 1

***

Decreasing stability: 1, 2